Computed, not measured: 13 unconnected molecules or ions with the total composition H24NO15, with ωB97M-V/def2-TZVPD.

CARTESIAN COORDINATES (ANGSTROEM)
N -0.068897 0.111394 0.145539
O 0.589214 -0.078829 -0.849010
O -0.169277 -0.874039 0.951101
O -1.035762 0.913266 0.054039
O 1.948025 0.674907 -2.606242
H 1.916974 1.614188 -2.402069
H 1.529043 0.198052 -1.834957
O 2.074929 -1.455381 3.054102
H 1.828330 -0.613286 2.909587
H 2.365763 -1.927453 2.269957
O 0.486259 -3.026982 -1.154673
H 0.538792 -2.154629 -0.761239
H 1.339379 -3.330172 -1.584757
O -2.795631 -0.147164 2.188823
H -1.915182 -0.079404 2.545732
H -2.578712 0.330347 1.408611
O 2.782451 -1.616461 0.736568
H 1.856315 -1.385060 0.598648
H 2.961479 -2.253929 0.097490
O -0.676490 3.480320 1.424901
H -1.193056 2.678628 1.041738
H -1.008443 4.225738 0.770933
O -0.369635 0.232866 -4.077039
H 0.616831 0.188071 -3.678481
H -0.917514 -0.028737 -3.382728
O -2.072269 -0.539351 -2.120430
H -1.637941 -0.348421 -1.366381
H -2.192625 -1.471464 -2.030089
O -3.601012 1.768104 -2.199975
H -3.165345 0.907814 -2.036162
H -2.939245 2.384866 -2.398917
O -1.038721 -3.367054 1.059002
H -0.698745 -2.492106 0.953784
H -0.768506 -3.878703 0.372250
O 0.943385 1.120932 3.169672
H 1.244093 1.520873 2.357883
H 1.595088 1.570588 3.774101
O 1.683493 2.275135 1.139751
H 0.698329 2.604995 1.285891
H 1.844838 2.267540 0.173045

Atoms 1-6, force components in eV/Å:
-5.023 -3.785 0.342
1.689 -0.082 -0.229
1.414 2.465 0.463
0.890 1.384 1.168
0.903 -0.417 -0.328
-0.175 -0.158 -0.030

Output
charge: -1
LUMO energy: 2.14 eV
Kohn-Sham gap: 0.343 Ha
M: 278.18 g/mol
energy above the lowest of the compared OMol25 structures with the same formula, charge and spin: 3.3013 eV